1.
154
Properties=species:S:1:pos:R:3:forces:R:3 method="wB97M-V/def2-TZVPD" smiles="CC[C@H](C)[C@H]1OC(=O)[C@@H](O)[C@H]1c1ccccc1.COC[C@@H](C)N.COC[C@@H](C)N.COC[C@@H](C)N.COC[C@@H](C)N.COC[C@@H](C)N.COC[C@@H](C)N.COC[C@@H](C)N" homo_lumo_gap_ev=9.41 fmax_ev_per_a=2.314 e_lumo_ev=0.4103
C -0.461 4.100 3.808 -0.8 -0.1 0.0
C -1.883 3.974 3.211 1.1 -0.7 0.1
C -1.826 3.382 1.777 -1.2 0.6 -0.5
C -2.460 4.402 0.826 0.3 0.0 -0.5
C -2.704 2.132 1.718 -0.1 0.7 1.7
O -3.352 1.837 0.466 0.2 0.1 -0.3
C -4.182 0.812 0.823 1.1 0.0 0.6
O -5.322 0.732 0.542 -1.0 -0.2 -0.6
C -3.307 -0.123 1.643 0.3 -1.1 0.0
O -2.705 -0.925 0.613 0.0 0.1 0.1
C -2.264 0.815 2.370 -0.2 -1.3 -1.9
C -0.917 0.209 2.046 0.7 0.2 0.6
C -0.048 0.682 1.068 0.0 -0.3 0.2
C 1.151 0.018 0.819 0.0 0.0 0.0
C 1.512 -1.117 1.535 -0.3 0.0 0.3
C 0.653 -1.602 2.519 -0.3 0.5 -0.3
C -0.541 -0.933 2.761 0.0 0.0 0.0
H 0.289 4.152 3.025 0.2 0.3 0.0
H -0.249 3.217 4.403 0.2 0.0 0.1
H -0.401 4.971 4.451 0.3 0.0 0.1
H -2.391 4.933 3.209 -0.1 0.1 -0.2
H -2.453 3.319 3.868 -0.2 0.0 0.1
H -0.801 3.212 1.473 0.1 -0.1 0.1
H -2.027 5.392 0.959 0.1 0.1 0.1
H -3.533 4.474 0.987 -0.1 0.0 0.1
H -2.316 4.121 -0.215 0.0 -0.1 -0.1
H -3.558 2.412 2.344 0.0 0.3 0.2
H -3.803 -0.839 2.293 -0.5 0.5 0.3
H -2.772 -1.849 0.864 0.1 0.0 0.0
H -2.442 0.791 3.440 0.0 0.2 0.2
H -0.312 1.547 0.483 0.0 0.0 -0.2
H 1.799 0.390 0.040 0.1 0.0 0.0
H 2.443 -1.634 1.356 0.1 0.1 -0.2
H 0.879 -2.486 3.092 0.2 -0.1 0.0
H -1.210 -1.333 3.515 0.0 0.1 0.1
C -4.026 -1.233 -4.704 -0.1 -0.1 0.0
C -2.631 -1.850 -4.673 -0.2 0.3 0.1
C -2.004 -1.899 -3.272 0.2 -0.2 0.0
O -1.488 -0.664 -2.824 -0.1 0.0 0.1
C -2.429 0.208 -2.217 0.2 0.2 -0.3
N -1.773 -1.141 -5.622 0.2 -0.1 0.1
H -3.995 -0.150 -4.589 0.1 0.0 0.0
H -4.507 -1.443 -5.660 0.0 0.0 0.0
H -4.657 -1.644 -3.914 0.0 0.0 0.0
H -2.731 -2.886 -5.010 0.1 -0.1 0.1
H -1.142 -2.573 -3.316 0.0 0.0 0.0
H -2.700 -2.320 -2.534 -0.1 0.1 0.0
H -3.172 -0.343 -1.646 -0.1 0.0 0.0
H -2.922 0.841 -2.962 -0.1 0.0 0.0
H -1.881 0.856 -1.537 0.0 0.0 0.1
H -0.872 -1.612 -5.663 0.0 0.0 -0.2
H -1.561 -0.240 -5.203 -0.1 0.1 -0.1
C -6.747 -0.009 6.010 -0.1 -0.1 0.1
C -5.473 0.376 6.756 -0.1 0.0 -0.3
C -5.197 1.888 6.769 0.2 -0.1 0.2
O -4.673 2.393 5.556 -0.2 0.2 0.0
C -5.641 2.689 4.563 0.3 -0.2 -0.2
N -4.350 -0.387 6.202 0.1 0.2 0.1
H -6.625 0.059 4.929 0.0 0.0 0.0
H -7.017 -1.040 6.239 0.0 0.0 0.0
H -7.583 0.629 6.302 0.0 0.0 0.0
H -5.602 0.071 7.799 0.1 0.0 0.0
H -4.428 2.085 7.520 0.0 0.0 0.0
H -6.088 2.455 7.068 -0.1 -0.1 -0.1
H -6.579 3.050 4.993 0.0 0.0 0.0
H -5.834 1.805 3.950 -0.2 0.1 0.0
H -5.226 3.456 3.908 0.0 0.1 0.1
H -3.516 -0.211 6.757 0.0 -0.1 0.0
H -4.131 0.013 5.293 -0.1 -0.1 0.0
C 2.734 0.173 6.823 0.1 -0.1 0.0
C 2.066 0.704 5.560 0.0 0.0 0.3
C 2.358 2.187 5.292 0.0 0.0 -0.3
O 1.621 3.087 6.098 0.1 0.0 0.1
C 2.170 3.341 7.377 -0.2 0.1 0.0
N 0.629 0.423 5.618 -0.1 0.2 -0.2
H 2.233 0.514 7.730 -0.1 0.0 0.0
H 2.703 -0.917 6.833 0.0 0.0 0.0
H 3.780 0.477 6.868 0.0 0.0 0.0
H 2.476 0.145 4.713 0.0 0.1 -0.1
H 2.061 2.408 4.262 0.0 0.0 0.0
H 3.433 2.398 5.368 0.0 -0.1 0.1
H 3.263 3.348 7.352 0.0 -0.1 0.0
H 1.823 2.611 8.113 0.1 0.0 0.0
H 1.822 4.325 7.693 0.0 0.0 0.0
H 0.212 0.691 4.729 0.0 -0.2 0.0
H 0.214 1.062 6.293 0.0 -0.1 0.1
C 8.754 -1.773 5.183 0.1 -0.1 0.0
C 8.374 -0.623 6.109 -0.1 -0.1 -0.3
C 6.934 -0.706 6.637 0.0 0.2 0.2
O 5.941 -0.318 5.707 0.0 -0.2 0.0
C 5.534 -1.330 4.805 -0.1 0.2 -0.1
N 8.644 0.645 5.427 -0.1 0.1 0.2
H 8.302 -1.670 4.197 0.0 0.0 0.0
H 9.834 -1.798 5.040 0.0 0.1 0.0
H 8.448 -2.735 5.601 0.0 0.0 0.0
H 9.031 -0.678 6.982 0.0 0.0 0.1
H 6.839 -0.003 7.470 0.0 0.0 0.0
H 6.713 -1.704 7.037 0.0 0.0 -0.1
H 5.535 -2.316 5.279 0.0 0.0 0.0
H 6.165 -1.348 3.913 0.0 -0.1 0.0
H 4.517 -1.098 4.487 0.0 0.0 0.0
H 8.487 1.414 6.073 0.1 0.0 0.0
H 7.929 0.770 4.715 0.1 0.0 -0.1
C 2.045 1.591 -7.402 0.2 0.0 -0.1
C 1.277 2.804 -7.912 -0.1 -0.2 0.2
C 0.828 3.743 -6.781 0.0 0.2 -0.2
O -0.275 3.270 -6.033 0.2 0.0 0.2
C 0.081 2.359 -5.009 -0.4 -0.1 0.0
N 0.161 2.341 -8.740 -0.1 0.3 0.1
H 1.390 0.855 -6.935 0.0 0.0 0.0
H 2.554 1.087 -8.223 0.0 0.0 0.0
H 2.800 1.891 -6.672 0.0 0.0 0.0
H 1.949 3.383 -8.553 0.0 0.0 0.0
H 0.505 4.688 -7.227 -0.1 0.0 0.0
H 1.665 3.976 -6.109 0.0 -0.1 0.0
H 1.045 2.618 -4.561 0.0 0.0 0.0
H 0.112 1.336 -5.390 0.1 0.0 0.1
H -0.685 2.404 -4.234 0.0 0.1 0.0
H -0.303 3.143 -9.156 0.1 0.0 -0.1
H -0.542 1.942 -8.122 0.0 -0.1 0.0
C 5.119 -0.767 -5.214 0.0 0.1 -0.1
C 3.910 -0.358 -4.380 0.2 -0.2 0.1
C 4.275 0.361 -3.073 -0.2 0.1 0.0
O 4.729 -0.487 -2.036 0.1 0.1 0.0
C 6.104 -0.819 -2.085 -0.1 -0.1 0.1
N 3.070 -1.536 -4.148 -0.1 0.2 0.2
H 5.635 -1.629 -4.791 0.0 0.0 0.1
H 4.803 -1.043 -6.220 0.0 0.0 0.0
H 5.835 0.054 -5.300 0.0 0.0 0.0
H 3.330 0.351 -4.978 0.0 0.0 0.1
H 3.367 0.831 -2.683 0.0 0.0 0.0
H 4.999 1.167 -3.253 0.1 -0.1 -0.1
H 6.706 0.016 -2.457 0.0 0.0 -0.1
H 6.280 -1.703 -2.702 0.1 0.1 -0.1
H 6.422 -1.051 -1.069 0.0 0.0 0.0
H 2.215 -1.250 -3.677 -0.1 0.0 -0.1
H 3.542 -2.121 -3.463 0.0 -0.1 -0.1
C -2.519 -6.783 -7.620 0.1 -0.1 0.1
C -2.973 -5.601 -6.769 0.0 -0.1 -0.3
C -4.470 -5.628 -6.427 0.0 0.1 0.2
O -5.325 -5.229 -7.480 0.0 -0.1 0.0
C -5.652 -6.242 -8.412 0.0 0.2 -0.1
N -2.577 -4.357 -7.433 -0.2 0.0 0.2
H -2.839 -6.685 -8.658 0.0 0.0 0.0
H -1.431 -6.845 -7.625 0.0 0.1 0.0
H -2.907 -7.725 -7.228 0.0 0.0 0.0
H -2.432 -5.659 -5.819 -0.1 0.0 0.0
H -4.646 -4.905 -5.625 0.0 0.0 0.0
H -4.773 -6.612 -6.043 0.0 0.0 -0.1
H -5.747 -7.218 -7.928 0.1 0.0 0.0
H -4.913 -6.300 -9.215 0.0 -0.1 0.0
H -6.610 -5.979 -8.859 0.0 0.0 0.0
H -2.799 -3.577 -6.821 0.2 0.1 -0.1
H -3.196 -4.226 -8.228 0.1 0.0 -0.1



2.
131
Properties=species:S:1:pos:R:3:forces:R:3 method="wB97M-V/def2-TZVPD" homo_lumo_gap_ev=1.37 fmax_ev_per_a=4.635 e_lumo_ev=-1.9218 total_charge=-2
C -1.039 2.939 -4.785 0.1 0.1 0.4
C -0.988 1.397 -4.612 -0.5 1.1 -1.1
C -0.204 1.040 -3.371 0.6 0.0 0.9
C -0.964 1.481 -2.105 -0.6 -0.1 0.8
N -0.172 1.336 -0.779 1.0 -0.6 -1.8
C 0.362 -0.122 -0.698 -0.8 -0.1 -0.1
C 0.732 -0.313 0.735 -0.6 1.0 1.5
C -0.263 0.697 1.572 2.0 -1.0 -0.7
C -0.977 1.474 0.509 -0.4 0.6 -1.1
C 0.944 2.340 -0.880 1.0 -0.4 1.1
H -1.556 3.280 -5.689 0.0 -0.3 0.2
H -0.013 3.329 -4.835 -0.2 0.0 0.0
H -1.527 3.415 -3.910 0.2 -0.1 -0.6
H -0.517 1.003 -5.533 -0.1 -0.1 0.6
H -2.025 1.029 -4.595 0.4 -0.2 0.2
H 0.720 1.650 -3.355 -0.2 -0.4 -0.3
H 0.113 -0.013 -3.372 -0.4 0.3 0.2
H -1.919 0.977 -1.903 0.3 -0.1 -0.4
H -1.183 2.550 -2.252 0.0 -0.4 0.6
H 1.196 -0.347 -1.386 -0.5 0.6 0.2
H -0.501 -0.746 -0.939 0.0 0.1 -0.3
H 1.786 -0.009 0.797 -0.2 0.0 0.6
H 0.623 -1.326 1.128 0.0 0.0 -0.4
H 0.443 1.332 2.092 -0.2 0.4 0.4
H -0.934 0.240 2.310 0.2 -0.2 -0.5
H -1.075 2.536 0.719 0.0 0.1 0.0
H -1.965 1.103 0.271 -0.3 -0.2 0.1
H 1.834 1.934 -1.388 -0.6 -0.1 0.0
H 1.314 2.586 0.130 -0.3 0.0 -0.3
H 0.587 3.232 -1.384 -0.1 0.0 0.1
C 3.251 -3.126 2.664 1.4 1.0 0.0
C 4.056 -2.616 1.472 -1.5 1.2 -1.1
O 4.250 -3.365 0.557 0.5 -0.5 -0.5
N 4.486 -1.209 1.362 0.9 -1.5 1.9
H 4.389 -0.805 0.407 -0.5 -0.1 0.0
H 4.134 -0.489 2.917 -0.6 0.0 -2.3
C 5.947 -1.210 1.608 1.1 0.3 -0.3
H 3.967 -2.936 3.479 -0.3 -0.8 0.3
H 3.025 -4.157 2.400 0.0 0.0 0.6
H 2.385 -2.549 2.994 0.0 0.1 -0.6
H 6.510 -1.801 0.879 -0.3 -0.3 -0.2
H 6.267 -1.586 2.584 -0.5 0.1 0.2
H 6.392 -0.217 1.466 -0.6 0.0 0.2
C -4.033 -2.627 1.456 0.3 1.3 0.2
C -3.264 -1.806 2.497 0.4 0.4 0.0
O -2.051 -1.949 2.710 -1.3 -0.2 0.1
N -4.004 -0.838 3.161 0.3 -0.7 0.3
H -0.808 3.635 4.369 -0.1 0.0 -0.1
H -4.699 -0.247 2.679 0.6 -0.7 0.0
C -3.520 -0.257 4.384 0.1 1.3 1.3
H -4.484 -1.868 0.788 0.2 -0.6 -0.1
H -4.864 -3.188 1.864 0.0 -0.1 0.3
H -3.342 -3.295 0.948 -0.1 0.2 -0.1
H -4.193 0.552 4.711 -0.1 -0.2 -0.5
H -2.533 0.232 4.429 0.0 -0.3 -0.8
H -3.498 -0.895 5.274 -0.1 -0.7 -0.4
C -0.514 -6.918 -0.223 -2.2 3.5 -1.0
O 0.058 -5.543 -0.274 0.0 -1.1 0.7
O 0.268 -7.832 -0.011 0.9 -1.5 0.6
C -1.808 -6.768 0.863 -0.3 0.8 0.1
F -2.182 -7.953 1.275 -0.2 -1.5 0.1
F -1.482 -6.078 1.955 0.5 0.4 0.1
F -2.979 -6.172 0.414 1.2 -0.3 -0.5
C -0.730 -4.575 -0.940 0.3 -1.1 0.1
C 0.205 -3.489 -1.433 -1.1 0.9 0.0
H 1.043 -3.888 -1.998 -0.1 -0.1 -0.1
H -0.443 -2.842 -2.052 0.5 -0.1 -0.1
H 0.614 -2.842 -0.650 -0.1 -0.4 0.1
H -1.581 -4.272 -0.302 0.5 0.5 -0.2
H -1.170 -5.103 -1.796 -0.2 0.4 -0.3
H -1.141 -6.904 -1.195 0.3 -0.5 0.3
C -4.721 2.562 1.521 -0.8 0.4 -0.9
O -4.132 2.901 0.187 0.5 -0.7 1.3
O -4.739 1.271 1.788 0.2 3.1 -0.3
C -3.929 3.602 2.487 -1.1 -0.8 -0.1
F -4.186 3.409 3.768 -0.7 -0.6 1.2
F -2.648 3.535 2.358 2.8 -0.6 -0.5
F -4.225 4.902 2.273 -0.8 0.4 -0.7
C -4.862 3.798 -0.599 0.2 -1.0 -0.7
C -3.933 4.852 -1.146 0.3 1.7 -0.2
H -3.322 5.336 -0.361 -0.3 -0.5 -0.1
H -3.241 4.522 -1.933 -0.2 -0.4 0.3
H -4.456 5.713 -1.598 -0.2 -0.4 0.0
H -5.720 4.172 -0.039 0.1 0.5 0.0
H -5.271 3.173 -1.407 -0.2 0.4 -0.2
H -5.692 3.183 1.435 0.2 -1.3 0.6
C -5.069 -1.748 -2.274 -1.0 4.3 -1.5
O -5.664 -1.479 -3.718 1.1 -0.2 0.6
O -5.739 -2.571 -1.658 -0.4 -1.6 1.2
C -3.583 -1.891 -2.424 0.7 1.1 -1.4
F -3.260 -2.942 -3.079 0.9 -3.0 -0.9
F -2.973 -0.885 -3.161 -0.6 0.6 0.0
F -2.936 -1.834 -1.280 0.4 -0.3 1.4
C -5.676 -0.126 -4.098 -0.4 -0.2 0.5
C -6.593 0.079 -5.295 1.0 0.1 -0.4
H -7.649 -0.034 -5.051 0.1 -0.1 0.0
H -6.394 1.097 -5.657 -0.3 -0.1 -0.1
H -6.300 -0.611 -6.108 -0.3 0.2 0.3
H -4.675 0.303 -4.276 -0.1 -0.3 -0.3
H -6.078 0.439 -3.256 -0.1 0.4 0.2
H -5.008 -0.619 -1.893 -0.7 -0.8 0.2
C 4.918 0.695 -1.515 1.0 0.0 -0.7
O 6.310 0.205 -1.154 -1.1 0.0 0.5
O 4.042 0.437 -0.582 0.2 0.4 -1.1
C 5.084 2.228 -1.783 1.7 -1.0 1.1
F 3.987 2.865 -2.142 -1.3 0.3 -0.5
F 5.551 2.826 -0.698 -0.1 0.7 1.3
F 6.029 2.516 -2.709 0.0 -0.2 -1.0
C 7.218 -0.214 -2.174 -1.6 2.0 0.2
C 8.383 -0.799 -1.461 0.4 -0.9 -0.3
H 8.049 -1.731 -1.021 -0.1 -0.1 0.5
H 9.133 -1.137 -2.178 0.4 0.4 0.0
H 8.781 -0.149 -0.678 0.0 0.0 -0.3
H 7.393 0.720 -2.716 0.9 -0.3 -0.4
H 6.737 -0.885 -2.886 0.0 -0.5 0.0
H 4.815 0.300 -2.557 -0.6 -0.4 0.2
C 3.293 0.591 4.419 1.5 1.8 -1.0
O 3.769 1.965 4.086 -0.5 -1.7 1.0
O 4.138 -0.348 3.858 -0.5 0.4 3.5
C 3.340 0.533 5.962 -1.0 -0.9 -2.7
F 2.518 1.453 6.420 -0.6 1.0 0.9
F 2.902 -0.651 6.398 -0.4 -0.7 0.2
F 4.521 0.692 6.421 2.5 0.7 1.3
C 3.407 2.443 2.765 -0.8 -1.2 2.3
C 3.746 3.925 2.811 -0.9 -1.4 -1.3
H 3.100 4.387 3.543 0.1 0.3 0.2
H 4.792 3.991 3.032 0.5 0.4 0.2
H 3.528 4.300 1.812 0.2 0.5 0.0
H 2.329 2.198 2.754 0.0 0.7 -0.7
H 3.885 1.784 2.058 0.5 0.4 -0.8
H 2.214 0.524 4.223 0.1 -0.2 -0.7



3.
33
Properties=species:S:1:pos:R:3:forces:R:3 method="wB97M-V/def2-TZVPD" s_squared=6.0658 homo_lumo_gap_ev="4.05 / 4.23" fmax_ev_per_a=7.242 e_lumo_ev="4.1458 / 4.3299" total_charge=-2 multiplicity=5
C 0.428 -1.127 -0.560 0.6 1.8 -0.5
C 1.368 -0.014 -0.794 -2.9 -1.4 0.2
C 0.527 1.169 -0.861 1.7 1.0 0.7
C 2.802 -0.151 -0.987 1.9 0.2 -0.9
C -0.810 0.856 -0.583 -0.9 -2.1 -0.3
C -0.892 -0.589 -0.414 0.9 1.1 -0.3
C -2.125 -1.430 -0.243 0.0 1.5 0.8
C 0.694 -2.571 -0.693 -0.8 -0.8 -0.1
C 1.095 2.556 -1.145 -1.6 0.0 1.0
C -2.005 1.742 -0.542 -0.5 -0.2 -0.5
Ru 0.848 0.264 1.370 -5.4 -4.2 -2.4
Cl 1.859 1.878 2.023 3.0 4.2 1.9
Cl 1.842 -1.699 2.007 1.0 -0.8 0.8
O -0.995 0.057 2.261 1.1 -0.4 -0.1
H 3.151 -1.163 -0.730 -0.2 0.4 0.0
H 3.378 0.555 -0.362 -0.2 -0.2 -0.3
H 3.098 0.037 -2.048 -0.1 -0.1 0.5
H 2.009 2.720 -0.589 0.2 0.0 0.0
H 0.355 3.324 -0.800 0.7 -0.6 -0.3
H 1.278 2.698 -2.196 0.1 0.0 -0.6
H -1.852 2.613 0.094 0.0 0.0 0.0
H -2.893 1.179 -0.170 0.7 0.5 -0.2
H -2.234 2.078 -1.577 0.0 0.0 0.5
H -2.958 -0.803 0.155 0.6 -0.6 -0.2
H -1.961 -2.247 0.456 -0.1 -0.3 0.2
H -2.415 -1.774 -1.224 -0.2 -0.4 -0.4
H 1.739 -2.835 -0.616 0.2 0.0 0.2
H 0.341 -2.881 -1.701 0.1 0.0 0.4
H 0.106 -3.141 0.058 0.5 0.2 -0.4
H -1.365 0.901 2.498 -0.3 0.9 0.3
O -1.926 -3.578 2.843 2.3 4.1 -0.4
H -1.376 -2.583 2.836 -2.4 -4.3 0.1
I -1.112 3.955 2.233 -0.1 0.4 0.2